1.
61
Properties=species:S:1:pos:R:3:forces:R:3 method="wB97M-V/def2-TZVPD" multiplicity=1 orbital_gap_ev=6.9812 homo_ev=-7.64 lumo_ev=-0.661 relative_energy_ev=0.0000 energy_ev=-58945.3389
Hf 0.003 -0.352 0.241 1.08 0.17 0.26
C -4.595 0.048 -6.587 -0.03 -0.01 -0.05
C -4.115 -0.115 -5.172 -0.02 0.02 0.02
C -3.300 -1.180 -4.811 0.05 -0.06 -0.01
C -2.822 -1.319 -3.516 -0.06 0.06 -0.05
C -3.183 -0.377 -2.565 0.04 0.10 -0.25
C -3.998 0.699 -2.898 0.00 -0.06 -0.05
C -4.456 0.821 -4.196 -0.02 0.02 -0.02
S -2.619 -0.551 -0.917 0.45 -0.48 -0.21
O -3.705 -0.985 -0.097 -0.07 0.02 0.03
O -1.418 -1.464 -1.030 -0.83 -0.03 0.35
N -1.850 0.736 -0.455 -0.48 0.62 0.76
C -2.275 1.881 0.246 0.29 -0.61 -0.46
C -3.525 2.412 0.344 -0.20 0.38 0.22
C -3.710 3.666 0.991 0.02 -0.29 -0.13
C -2.658 4.359 1.508 0.14 0.01 0.02
C -1.351 3.799 1.460 -0.17 0.29 0.13
C -0.204 4.430 1.999 -0.12 0.00 -0.02
C 1.003 3.800 1.951 0.10 -0.20 -0.07
C 1.077 2.505 1.397 0.03 0.23 0.17
N 0.033 1.902 0.883 -0.30 -0.13 -0.07
C -1.178 2.547 0.869 0.24 -0.13 0.04
H -4.605 -0.904 -7.116 0.03 -0.01 0.02
H -3.940 0.727 -7.137 0.00 0.00 0.01
H -5.602 0.463 -6.620 0.01 0.02 0.03
H -3.023 -1.916 -5.557 0.00 0.00 0.01
H -2.174 -2.143 -3.255 0.01 0.02 0.05
H -4.270 1.444 -2.164 0.02 -0.01 0.04
H -5.089 1.659 -4.461 0.01 0.00 0.01
H -4.385 1.885 -0.046 0.02 -0.01 -0.05
H -4.710 4.072 1.054 0.00 0.01 0.00
H -2.801 5.325 1.976 0.00 0.00 0.00
H -0.303 5.411 2.447 0.00 -0.01 0.00
H 1.899 4.256 2.349 0.00 0.00 0.00
H 2.010 1.953 1.393 0.00 0.00 -0.01
S 1.879 -0.163 -1.407 0.31 -0.08 0.19
C 3.526 -0.463 -0.779 -0.25 0.02 -0.02
C 3.787 -0.720 0.562 0.01 -0.09 0.27
C 5.086 -0.935 1.001 0.02 0.03 -0.16
C 6.146 -0.890 0.104 -0.04 -0.03 0.06
C 5.889 -0.635 -1.235 0.01 0.01 0.03
C 4.590 -0.424 -1.675 0.08 0.03 -0.08
H 2.974 -0.790 1.277 -0.07 0.06 -0.09
H 5.264 -1.145 2.049 0.01 0.00 0.00
H 7.157 -1.063 0.448 0.01 0.02 -0.02
H 6.706 -0.601 -1.945 -0.01 0.00 -0.01
H 4.401 -0.227 -2.723 -0.04 0.00 0.01
C 1.741 -3.189 2.305 0.26 -0.01 0.04
C 0.402 -2.499 2.567 -0.23 0.30 0.09
C 0.215 -2.321 4.076 0.05 0.16 0.08
C -0.720 -3.400 2.043 -0.13 -0.24 0.00
N 0.347 -1.222 1.869 -0.16 -0.28 -1.09
H 1.729 -4.220 2.670 0.00 0.03 0.04
H 2.559 -2.666 2.806 -0.04 0.03 0.01
H 1.975 -3.206 1.239 -0.10 -0.01 -0.03
H 0.374 -3.260 4.614 -0.01 -0.01 -0.03
H -0.793 -1.966 4.300 0.00 0.03 -0.04
H 0.924 -1.581 4.453 0.01 -0.03 0.00
H -0.749 -4.353 2.582 0.01 0.03 0.02
H -0.582 -3.631 0.984 0.06 0.07 -0.02
H -1.692 -2.917 2.159 0.03 0.05 0.02



2.
61
Properties=species:S:1:pos:R:3:forces:R:3 method="wB97M-V/def2-TZVPD" multiplicity=1 orbital_gap_ev=5.7671 homo_ev=-5.35 lumo_ev=0.417 energy_ev=-55720.0958
Pd 0.298 0.039 0.291 0.24 0.58 -0.34
C -5.122 0.725 -0.125 -0.04 0.07 -0.06
N -4.224 0.814 1.019 -0.13 -0.03 0.16
C -4.163 2.130 1.625 -0.03 0.05 -0.03
C -3.025 0.111 1.002 0.10 -0.23 -0.26
N -1.891 0.527 1.373 0.05 -0.05 0.19
N -3.209 -1.218 0.559 0.13 0.00 0.09
C -2.232 -2.119 0.140 -0.28 0.27 0.05
N -2.708 -3.422 0.166 0.12 -0.11 0.03
N -1.064 -1.772 -0.219 0.16 -0.14 0.04
H -6.090 1.131 0.164 0.00 0.01 0.00
H -5.273 -0.302 -0.442 0.06 -0.02 0.02
H -4.751 1.291 -0.988 0.02 0.04 0.00
H -5.176 2.514 1.729 0.00 0.00 -0.03
H -3.580 2.844 1.028 -0.02 0.03 -0.01
H -3.722 2.071 2.619 0.03 -0.03 -0.02
H -1.879 1.523 1.567 0.02 -0.01 0.03
H -4.063 -1.636 0.891 0.04 0.04 0.02
H -3.699 -3.564 0.066 -0.01 0.01 -0.07
H -2.151 -4.088 -0.344 -0.05 0.01 0.00
H -0.519 -2.575 -0.521 -0.06 0.09 -0.02
I 2.674 -0.878 1.181 -0.30 -0.15 0.36
C 4.080 0.207 0.083 -0.02 0.24 -0.13
C 5.179 -0.563 -0.177 0.31 0.09 -0.14
C 6.376 -0.007 -0.674 -0.16 -0.24 0.08
C 6.453 1.336 -0.825 -0.04 0.22 0.00
C 5.326 2.164 -0.583 0.07 0.02 -0.07
C 5.499 3.561 -0.734 0.09 -0.07 0.00
C 4.461 4.413 -0.545 -0.16 0.00 0.03
C 3.186 3.873 -0.291 0.00 0.23 -0.03
C 2.935 2.533 -0.164 0.07 -0.36 0.12
P 1.121 2.066 -0.180 -0.31 -0.21 0.13
C 0.501 3.211 1.150 0.04 0.15 -0.28
C 0.026 4.505 0.932 -0.01 0.07 -0.04
C -0.438 5.292 1.980 0.02 -0.13 0.07
C -0.431 4.795 3.278 0.03 -0.05 -0.09
C 0.039 3.507 3.508 0.01 0.00 0.00
C 0.492 2.724 2.455 0.04 -0.12 0.14
C 0.582 2.969 -1.700 0.13 -0.09 -0.09
C -0.770 3.295 -1.836 -0.07 -0.05 -0.03
C -1.267 3.830 -3.013 0.04 -0.03 0.02
C -0.426 4.024 -4.104 0.02 -0.01 0.03
C 0.912 3.677 -3.997 -0.01 -0.02 0.09
C 1.409 3.158 -2.806 -0.03 0.05 0.02
C 4.059 1.619 -0.206 -0.10 -0.10 -0.05
H 5.147 -1.619 0.053 0.02 -0.01 -0.01
H 7.227 -0.646 -0.874 -0.01 -0.01 0.00
H 7.378 1.809 -1.133 -0.02 0.01 0.00
H 6.484 3.930 -0.992 -0.01 -0.01 -0.01
H 4.589 5.483 -0.640 -0.02 -0.01 0.01
H 2.353 4.563 -0.253 -0.04 0.00 0.02
H -0.004 4.909 -0.073 0.06 0.01 0.04
H -0.803 6.291 1.779 0.00 0.00 0.00
H -0.789 5.403 4.098 0.00 -0.01 0.01
H 0.048 3.104 4.513 0.00 0.01 0.00
H 0.835 1.709 2.636 -0.03 0.05 0.01
H -1.445 3.116 -1.004 0.01 -0.02 -0.03
H -2.316 4.088 -3.085 -0.01 0.00 0.00
H -0.813 4.434 -5.027 -0.01 0.00 0.00
H 1.577 3.812 -4.841 0.00 -0.01 0.01
H 2.457 2.897 -2.744 0.05 -0.01 0.00



3.
65
Properties=species:S:1:pos:R:3:forces:R:3 method="wB97M-V/def2-TZVPD" multiplicity=1 orbital_gap_ev=7.4869 homo_ev=-5.27 lumo_ev=2.217 relative_energy_ev=0.7102 charge=-1 energy_ev=-50718.0199
Tl 0.603 -0.027 0.423 0.34 -0.12 0.06
N -1.369 -1.475 2.247 -0.14 0.10 0.14
C -1.787 -0.607 3.343 -0.12 0.05 -0.11
C -2.427 0.685 2.822 0.25 -0.17 0.08
N -1.483 1.573 2.164 -0.15 0.08 -0.17
C -0.876 2.631 2.953 0.27 -0.18 0.05
C 0.548 2.305 3.435 -0.19 0.08 -0.13
N 1.446 2.037 2.320 -0.15 0.06 0.11
H -0.819 -2.252 2.588 -0.04 -0.06 -0.06
H -2.164 -1.842 1.736 0.03 -0.05 0.02
H -2.503 -1.087 4.027 0.06 0.03 0.03
H -0.894 -0.350 3.916 -0.03 -0.01 0.09
H -3.205 0.408 2.105 -0.02 0.04 0.00
H -2.920 1.186 3.668 -0.03 0.00 -0.03
H -1.860 1.930 1.300 -0.03 0.02 0.00
H -0.827 3.543 2.349 -0.03 -0.02 -0.02
H -1.491 2.859 3.837 0.01 0.07 -0.02
H 0.882 3.136 4.073 -0.01 -0.07 0.05
H 0.508 1.410 4.057 0.06 -0.01 0.03
H 1.717 2.883 1.834 0.06 0.00 0.04
H 2.285 1.549 2.613 0.03 0.03 -0.04
O -5.338 -3.482 -1.898 0.00 -0.05 0.03
C -4.216 -4.019 -1.957 0.19 0.20 -0.21
O -3.880 -5.214 -2.000 -0.01 -0.02 0.02
C -3.023 -3.005 -1.959 -0.31 -0.23 0.21
C -1.708 -3.434 -1.943 0.18 -0.01 0.02
C -0.686 -2.502 -1.778 -0.47 0.26 -0.01
N -0.941 -1.195 -1.666 0.00 -0.08 -0.20
C -2.206 -0.767 -1.716 0.25 -0.37 0.06
C -3.273 -1.647 -1.858 0.04 0.19 0.00
C -2.408 0.698 -1.525 0.02 0.32 0.01
C -3.676 1.233 -1.276 -0.04 -0.06 0.07
C -3.813 2.591 -1.058 0.02 0.01 0.00
C -2.689 3.404 -1.115 0.01 -0.02 0.04
C -1.472 2.796 -1.381 -0.06 0.03 0.05
N -1.327 1.489 -1.567 0.03 -0.18 -0.09
C 0.741 -2.916 -1.670 0.19 0.05 -0.08
C 1.091 -4.179 -1.198 -0.03 -0.05 0.12
C 2.432 -4.518 -1.116 -0.05 -0.04 -0.03
C 3.383 -3.602 -1.526 0.02 0.03 0.06
C 2.941 -2.365 -1.969 0.08 0.01 0.04
N 1.664 -2.021 -2.034 -0.18 0.05 -0.10
H -1.513 -4.494 -2.047 -0.06 0.00 0.03
H -4.308 -1.334 -1.876 0.01 -0.06 -0.01
H -4.542 0.588 -1.231 0.02 0.01 0.01
H -4.785 3.015 -0.840 -0.02 -0.02 -0.02
H -2.753 4.471 -0.948 0.02 0.00 -0.03
H -0.561 3.385 -1.439 -0.02 0.00 0.02
H 0.330 -4.871 -0.864 -0.01 0.02 -0.05
H 2.729 -5.485 -0.731 -0.02 -0.01 0.00
H 4.440 -3.823 -1.472 0.01 0.01 -0.02
H 3.653 -1.609 -2.285 0.01 0.03 0.05
O 4.896 0.606 1.992 0.00 -0.03 -0.08
C 3.984 0.293 1.209 -0.12 0.18 0.05
O 3.096 -0.581 1.337 -0.13 -0.01 -0.07
C 3.910 1.160 -0.072 0.16 0.03 0.01
C 5.063 1.801 -0.522 0.02 0.07 -0.05
C 4.993 2.605 -1.645 -0.06 -0.04 0.03
C 3.771 2.753 -2.289 -0.02 0.03 -0.03
C 2.676 2.080 -1.775 -0.03 -0.02 -0.09
N 2.741 1.304 -0.697 0.18 -0.08 0.10
H 5.978 1.661 0.035 -0.02 0.00 0.03
H 5.872 3.119 -2.016 0.02 -0.02 0.00
H 3.670 3.374 -3.169 -0.02 -0.02 -0.01
H 1.701 2.138 -2.251 0.01 0.04 0.00